Entry A
DFT (ωB97M-V with the def2-TZVPD basis set) results for 33 unconnected molecules or ions with the total composition H66O33.

```
! wB97M-V def2-TZVPD RIJCOSX def2/J DEFGRID3
* xyz 0 1
O 8.38592 9.45917 12.03822
H 9.09241 8.91887 12.43596
H 8.19943 10.15702 12.65568
O 16.70312 13.05104 11.03596
H 17.44410 13.42997 11.52500
H 16.75078 13.26227 10.11337
O 15.69663 7.97750 7.53693
H 16.08415 7.44383 6.84978
H 16.39563 8.27670 8.15596
O 7.54186 12.30686 12.79223
H 7.51623 12.61043 11.86665
H 8.48250 12.07116 12.87332
O 13.47656 12.55116 8.57981
H 12.78804 12.89888 7.98091
H 13.32554 12.89450 9.47640
O 16.40683 5.76881 13.71909
H 15.86175 5.06482 14.03956
H 16.14696 6.53934 14.23540
O 13.14091 5.27024 9.92207
H 12.30795 5.09089 10.36219
H 12.95242 5.94562 9.23801
O 10.22892 11.48653 12.87082
H 10.47443 10.83136 12.18150
H 10.89326 11.36653 13.56702
O 10.04356 9.78631 8.72603
H 10.20329 9.89499 7.76078
H 9.23554 10.30181 8.92007
O 13.44826 10.46063 6.94257
H 13.60464 10.79666 7.83533
H 14.19204 9.80984 6.85370
O 10.97731 10.03829 6.03760
H 11.92667 9.90215 6.13654
H 10.74390 9.91182 5.12257
O 13.83716 15.15644 11.42078
H 14.28828 15.00391 12.26529
H 14.41367 15.54490 10.75720
O 16.27769 12.70920 8.46322
H 15.26584 12.62997 8.46718
H 16.46406 13.34579 7.78355
O 14.36916 11.18750 11.25168
H 14.90612 10.72333 10.57856
H 14.94448 11.88999 11.53454
O 9.11181 7.30941 10.07676
H 9.47237 7.90860 9.41842
H 8.22681 7.68120 10.20899
O 7.99497 10.26732 6.63451
H 7.15705 10.75086 6.77379
H 7.66748 9.34222 6.66614
O 6.28497 9.10165 10.02806
H 6.00335 9.94394 9.61304
H 7.03810 9.31068 10.58682
O 14.98455 7.50892 11.08772
H 15.55100 7.42497 11.87210
H 14.69477 6.58448 11.06738
O 9.85652 7.96881 14.75067
H 10.20435 7.71695 13.82387
H 9.46006 7.14510 15.06856
O 17.58662 9.70697 12.60290
H 17.72345 8.91112 13.14679
H 16.76374 10.06715 12.95973
O 10.64061 7.05500 12.47312
H 10.05261 7.11697 11.68334
H 11.37058 7.64430 12.21690
O 12.80334 8.79050 12.16253
H 13.57339 8.50326 11.62710
H 12.37495 9.52366 11.62280
O 16.51255 9.92287 9.75259
H 16.87313 10.80385 9.69022
H 16.78404 9.62203 10.63986
O 11.97531 13.23809 10.93744
H 11.40674 12.98283 11.69752
H 12.54028 14.03710 11.12022
O 10.85667 12.71941 7.07491
H 10.47035 12.90578 7.93991
H 10.78527 11.76884 6.99345
O 15.13603 8.53675 14.00581
H 14.77796 8.91494 14.83296
H 14.35154 8.52886 13.42652
O 9.78937 13.57368 9.68273
H 10.72269 13.68256 9.93114
H 9.52441 14.25902 9.04128
O 13.24075 7.83970 8.56248
H 14.19526 7.85270 8.59815
H 12.95801 8.43101 7.87635
O 13.35518 11.36680 13.87620
H 13.71752 10.80028 13.17925
H 12.68524 10.77565 14.26511
O 11.91467 9.73614 15.40614
H 11.45098 10.19742 16.10875
H 11.36912 8.94107 15.26773
O 14.72511 13.66084 14.20235
H 14.87379 13.55522 15.13571
H 14.21130 12.85717 14.02479
O 7.93830 11.51943 9.90337
H 8.60993 12.18733 9.85656
H 8.17828 10.90434 10.58534
O 11.70251 10.60970 10.74983
H 11.07807 10.40418 9.97572
H 12.16860 11.43651 10.53910
*
```

Output
E_LUMO = -0.06 eV
HOMO energy = -10.89 eV


Entry B
DFT (ωB97M-V with the def2-TZVPD basis set) results for 33 unconnected molecules or ions with the total composition H66O33.

```
! wB97M-V def2-TZVPD RIJCOSX def2/J DEFGRID3
* xyz 0 1
O -15.40817 -5.93194 -9.83383
H -15.60161 -6.85058 -9.58372
H -16.13855 -5.34025 -9.61332
O -14.82878 -1.71011 -5.51625
H -14.95168 -2.58450 -6.07537
H -14.73079 -0.94079 -5.99883
O -14.69363 -1.78993 -10.26180
H -14.46661 -0.83231 -10.45346
H -14.96631 -2.24785 -11.06309
O -14.96679 -8.03352 -3.19642
H -14.40816 -8.75064 -2.84903
H -14.50997 -7.74566 -4.01825
O -15.33647 -3.67328 -7.07732
H -14.68212 -4.30041 -6.67368
H -15.03283 -3.24311 -7.89590
O -12.73513 -6.22974 -8.73264
H -13.66844 -6.14825 -8.89612
H -12.29625 -6.70299 -9.41728
O -17.30351 -3.83304 -9.49873
H -17.71219 -4.01555 -8.65997
H -17.60457 -2.94280 -9.81599
O -14.63171 -7.12951 -5.92639
H -15.38356 -6.49031 -5.76087
H -13.84012 -6.59986 -5.97502
O -18.65464 -8.60120 -3.01167
H -19.02800 -8.73138 -3.90403
H -17.76587 -8.92249 -3.08760
O -16.65459 -9.65777 -5.59821
H -15.91101 -9.64708 -6.18810
H -16.35731 -9.12800 -4.81606
O -12.76410 -5.04787 -6.35680
H -12.33023 -5.47213 -7.11614
H -12.24946 -4.31364 -5.97356
O -16.49408 -0.56536 -3.73323
H -15.70383 -0.75246 -4.32423
H -16.27281 -0.60957 -2.80323
O -12.26508 -3.07091 -4.23533
H -12.91494 -3.78331 -4.23722
H -12.66882 -2.22394 -4.42424
O -21.58070 -1.69532 -4.18971
H -22.21071 -2.27650 -3.69321
H -20.96499 -2.32284 -4.55273
O -18.71275 -7.14707 -10.90123
H -19.51864 -6.61405 -10.87865
H -18.65238 -7.67782 -11.78337
O -22.58342 -9.86531 -9.97043
H -22.05305 -9.42766 -9.25855
H -22.88205 -10.67819 -9.57123
O -20.51896 -5.10419 -10.14809
H -21.51339 -5.12617 -9.93680
H -20.02169 -4.81818 -9.33240
O -19.34528 -8.69269 -5.64818
H -19.83204 -9.36328 -6.13162
H -18.46047 -8.73401 -6.02053
O -19.27486 -4.58399 -7.60328
H -19.77325 -5.28720 -7.15493
H -19.72204 -3.80722 -7.27238
O -18.04773 -1.48022 -6.44391
H -17.60432 -1.08341 -5.70039
H -17.53540 -1.12105 -7.22247
O -17.95796 -7.16916 -8.28035
H -17.67700 -6.36244 -7.83648
H -18.11891 -7.08281 -9.21183
O -18.77036 -1.31732 -9.53338
H -18.81678 -1.34232 -10.50987
H -19.71196 -1.17994 -9.22974
O -15.50978 -8.47142 -8.51043
H -16.41577 -8.20682 -8.22788
H -14.90572 -8.04553 -7.84059
O -20.20920 -2.76341 -11.89489
H -20.36174 -3.65262 -11.49497
H -20.55759 -2.79027 -12.84436
O -19.70553 -3.91175 -4.56179
H -19.08581 -3.59957 -5.25109
H -19.09736 -4.19443 -3.85640
O -17.46859 -6.02312 -2.63482
H -18.19759 -6.71694 -2.76487
H -16.68436 -6.55696 -2.44650
O -15.63867 -3.55525 -12.23013
H -16.18867 -3.71882 -11.45656
H -15.46981 -4.45282 -12.50890
O -15.84737 -0.66893 -8.06054
H -16.39968 0.01143 -8.51353
H -15.58319 -1.32130 -8.70402
O -16.91368 -3.56727 -3.72150
H -17.37716 -3.88604 -2.96387
H -17.06037 -2.58868 -3.79069
O -20.72571 -2.38368 -7.16571
H -20.13353 -1.77916 -6.68879
H -21.40536 -2.48553 -6.50029
O -20.66776 -6.29288 -6.14789
H -20.46099 -5.62662 -5.46590
H -20.23123 -7.12274 -5.86308
O -20.82876 -8.52370 -8.01713
H -21.35895 -7.79701 -7.69634
H -19.96963 -8.11504 -8.37213
O -16.99452 -5.96313 -5.74076
H -17.18000 -5.78174 -4.85991
H -16.98886 -5.07221 -6.28554
*
```

Output
E_LUMO = -0.02 eV
HOMO energy = -10.81 eV


Stability verdict: entry A, ahead by 0.0418 hartree


Entry A
DFT (ωB97M-V with the def2-TZVPD basis set) results for 2 unconnected molecules or ions with the total composition C6H15N3.

```
! wB97M-V def2-TZVPD RIJCOSX def2/J DEFGRID3
* xyz 0 1
C -0.31778 2.48719 -0.34853
C 1.80772 0.02569 -0.72474
C 0.73697 -0.30914 1.54883
C 0.54744 -2.09702 -0.21730
C -1.04898 1.21932 -0.26753
C 0.61426 -0.55259 0.03437
N -2.87387 -0.93230 0.07351
N -1.98462 -1.37107 -0.56217
N -0.44231 0.05274 -0.70819
H -1.17356 3.13707 -0.21222
H 0.53717 2.58166 0.38136
H 0.17680 2.66058 -1.26806
H 2.67151 -0.51369 -0.46038
H 1.59761 -0.14001 -1.78209
H 2.13512 1.04648 -0.28874
H 0.66737 0.75605 1.83063
H 1.82868 -0.76105 1.77272
H 0.00962 -0.94053 1.97382
H 0.59968 -2.32725 -1.30747
H 1.30598 -2.51090 0.43468
H -0.42550 -2.55791 -0.03031
H -1.45443 1.03794 0.68321
H -1.82698 1.39465 -1.05738
H -3.68788 -1.38592 0.50200
*
```

Output
E_LUMO (alpha / beta) = 0.74 / 0.65 eV
HOMO energy (alpha / beta) = -7.90 / -7.68 eV


Entry B
DFT (ωB97M-V with the def2-TZVPD basis set) results for a molecular structure, C6H15N3.

```
! wB97M-V def2-TZVPD RIJCOSX def2/J DEFGRID3
* xyz 0 1
C -0.18926 0.01424 -0.72128
C -0.32081 0.27696 0.74499
C -2.05867 0.49486 0.95598
C 0.06362 -0.81934 1.73452
C 2.51777 0.96154 -0.24134
C 1.58692 -0.09577 -0.73820
N -0.59459 -1.25330 -1.21876
N -2.98740 0.49885 -0.12640
N 1.94525 -0.91266 -1.69789
H -0.41633 0.87063 -1.36340
H 0.05245 1.25843 1.04128
H 0.52401 -1.60892 -1.80385
H -1.37822 -1.13514 -1.85556
H 2.81897 -0.64635 -2.16420
H -2.60831 0.99863 -0.93360
H -3.20802 -0.44877 -0.42081
H -2.40112 -0.24276 1.68565
H -2.14243 1.45196 1.47861
H -0.50910 -0.72874 2.66355
H -0.13188 -1.81697 1.33190
H 1.11937 -0.75042 1.99889
H 1.98338 1.78979 0.22415
H 3.19296 0.50238 0.48705
H 3.14145 1.34086 -1.06127
*
```

Output
E_LUMO = 0.61 eV
HOMO energy = -8.23 eV


Entry C
DFT (ωB97M-V with the def2-TZVPD basis set) results for 3 unconnected molecules or ions with the total composition C6H15N3.

```
! wB97M-V def2-TZVPD RIJCOSX def2/J DEFGRID3
* xyz 0 1
C -0.37719 -0.26738 -0.59040
C -2.20348 -0.06194 0.54531
C 0.42061 -1.03534 1.54002
C -2.89023 1.06499 -0.16467
N 0.19077 0.03850 0.57735
C 2.01950 0.50134 -0.23482
N -0.30896 -1.47030 -1.23878
N 1.87173 1.77988 -0.71117
C 3.15429 -0.19893 -0.23272
H -0.54922 0.56760 -1.26446
H 0.03037 -2.27202 -0.73019
H -0.07163 -1.45344 -2.21792
H 1.10267 2.30167 -0.31786
H 2.70995 2.33841 -0.84318
H -2.09701 0.08645 1.61449
H -2.57413 -1.06020 0.33185
H 0.43629 -0.61148 2.54400
H 1.37007 -1.53547 1.34256
H -0.34040 -1.82039 1.50824
H 3.18953 -1.24484 0.04240
H 4.12255 0.25136 -0.45637
H -2.29173 1.97839 -0.08835
H -3.87423 1.28519 0.26663
H -3.04016 0.83795 -1.22195
*
```

Output
E_LUMO = 0.91 eV
HOMO energy = -6.74 eV


Stability verdict: entry B, ahead by 0.0813 hartree


Entry A
DFT (ωB97M-V with the def2-TZVPD basis set) results for 2 unconnected molecules or ions with the total composition C6H15N3.

```
! wB97M-V def2-TZVPD RIJCOSX def2/J DEFGRID3
* xyz 0 1
C 0.91379 -1.59224 -0.61130
C 2.32195 -1.20284 -1.00739
C 0.58378 2.33503 -1.03814
C -2.81133 -0.02607 1.59384
N 0.22648 1.80872 0.25774
C -1.40281 0.39841 1.33956
N 0.82239 -2.16743 0.62502
N -0.14909 -1.39956 -1.27023
C -1.05750 1.31506 0.43983
H 0.93582 1.21486 0.66365
H -0.63947 -0.07318 1.94841
H 1.62411 -2.64655 0.99544
H -0.08126 -2.55282 0.84539
H -0.02370 -0.90697 -2.14781
H -1.80586 1.79496 -0.17515
H 2.31871 -0.61433 -1.91786
H 2.91500 -2.09929 -1.17669
H 2.79402 -0.62584 -0.21659
H 1.53167 2.86603 -0.95662
H -0.18294 3.04043 -1.36063
H 0.68227 1.55980 -1.81128
H -2.90795 -1.10888 1.47455
H -3.49142 0.46027 0.89654
H -3.11656 0.22234 2.60976
*
```

Output
SMILES string = [H]/N=C(\C)N.C/C=C/NC
E_LUMO = 0.87 eV
HOMO energy = -7.35 eV


Entry B
DFT (ωB97M-V with the def2-TZVPD basis set) results for a molecular structure, C6H15N3.

```
! wB97M-V def2-TZVPD RIJCOSX def2/J DEFGRID3
* xyz 0 1
C 0.46949 0.27493 -0.42020
C -1.71518 -1.48438 -0.18455
C 1.95852 0.02185 -0.37806
C -0.08372 0.61962 -1.78654
N -0.37120 -1.11782 0.22188
C -0.16327 0.74598 0.75122
N 0.43837 -2.16820 0.67941
N 0.57878 2.53142 0.14492
C -0.64694 0.87945 1.96199
H 0.05452 -2.56159 1.53599
H 0.50337 -2.90723 -0.02113
H 0.94246 2.92278 1.01396
H -0.26780 3.04611 -0.09418
H -1.70291 -2.18933 -1.02859
H -2.25234 -1.95781 0.64654
H -2.26418 -0.59034 -0.47468
H 2.28642 -0.25902 0.61812
H -1.11637 0.96048 -1.74220
H 2.45503 0.94800 -0.66133
H 2.20410 -0.77523 -1.08066
H 0.50715 1.43838 -2.19192
H -0.01534 -0.26016 -2.42839
H -1.05529 0.03112 2.49605
H -0.74369 1.85099 2.42236
*
```

Output
E_LUMO = 0.80 eV
HOMO energy = -7.40 eV


Stability verdict: entry A, ahead by 0.1954 hartree


Entry A
DFT (ωB97M-V with the def2-TZVPD basis set) results for a single C4H8O molecule.

```
! wB97M-V def2-TZVPD RIJCOSX def2/J DEFGRID3
* xyz 0 1
C -1.53348 -0.24405 -0.38283
C -0.15379 0.35260 -0.62540
C 1.13659 -0.45270 -0.46166
C 0.77586 0.57622 0.55878
H -1.94076 -0.69700 -1.29452
H -1.47468 -0.97491 0.42388
H -2.28049 0.51075 -0.11492
H -0.11714 1.05495 -1.47288
H 1.01676 -1.50780 -0.16574
H 1.98429 -0.29698 -1.18513
H 1.31232 1.52414 0.58394
H 1.02090 -0.06302 2.34440
O 0.25363 0.21780 1.79209
*
```

Output
SMILES string = C[C@@H]1C[C@@H]1O
E_LUMO = 0.98 eV
HOMO energy = -9.75 eV


Entry B
DFT (ωB97M-V with the def2-TZVPD basis set) results for a molecular structure, C4H8O.

```
! wB97M-V def2-TZVPD RIJCOSX def2/J DEFGRID3
* xyz 0 1
C 1.65354 -0.24201 -0.04487
C 0.25870 0.30146 -0.25973
C -0.90325 -0.69282 -0.05797
C -1.47920 1.10061 0.71038
O -0.08762 1.24837 0.73828
H 2.39709 0.55186 -0.16570
H 1.74523 -0.65253 0.96576
H 1.86597 -1.03244 -0.77383
H 0.16896 0.76658 -1.25605
H -1.43089 -1.03860 -0.94761
H -0.64555 -1.52602 0.60650
H -1.70436 -0.15605 0.79240
H -1.83861 1.37158 -0.30755
*
```

Output
E_LUMO = 0.85 eV
HOMO energy = -8.26 eV


Entry C
DFT (ωB97M-V with the def2-TZVPD basis set) results for a single C4H8O molecule.

```
! wB97M-V def2-TZVPD RIJCOSX def2/J DEFGRID3
* xyz 0 1
C 1.51531 -0.18369 -0.88877
C 0.01600 -0.02366 -0.67121
C -0.41746 -0.31982 0.78102
C -1.60179 0.54930 1.11180
O -2.73845 0.29493 0.78762
H 1.84853 -1.19696 -0.64222
H 2.07567 0.51523 -0.25585
H 1.78107 0.01683 -1.93174
H -0.27350 0.99849 -0.94980
H -0.54532 -0.68279 -1.34190
H -0.69897 -1.37249 0.89306
H 0.40213 -0.09703 1.47450
H -1.36322 1.50164 1.63349
*
```

Output
SMILES string = CCCC=O
E_LUMO = 1.06 eV
HOMO energy = -9.79 eV


Stability verdict: entry C, ahead by 0.0291 hartree